Entry 1:
Computed, not measured: a structure of composition C36H33N3PPdSb, with ωB97M-V with the def2-TZVPD basis set.

Each line ends with the Löwdin spin population.
Positions of all 75 atoms, in Å:
Pd -0.381 -0.024 1.024  1.23
C 1.775 -3.068 2.529  0.00
C 2.401 -1.798 2.031  0.01
C 3.759 -1.719 1.723  0.00
C 4.306 -0.514 1.326  0.01
C 3.508 0.627 1.282  0.01
C 2.179 0.479 1.623  0.06
N 1.642 -0.699 1.952  0.11
Sb 1.082 2.351 2.077  0.12
C -0.122 1.429 3.566  0.01
C -0.194 1.867 4.872  0.00
C -1.011 1.167 5.755  0.00
C -1.714 0.069 5.303  0.00
C -1.602 -0.327 3.974  0.01
C -2.335 -1.509 3.418  0.01
N -0.814 0.355 3.135  0.06
C -0.601 2.675 0.696  0.05
C -0.582 3.849 -0.029  0.00
C -1.754 4.205 -0.697  0.00
C -2.874 3.404 -0.585  0.00
C -2.819 2.230 0.165  0.01
C -4.028 1.371 0.380  0.00
N -1.676 1.883 0.769  0.11
H 2.171 -3.939 2.009  0.00
H 0.693 -3.045 2.416  0.00
H 1.994 -3.193 3.592  0.00
H 4.375 -2.606 1.805  0.00
H 5.358 -0.453 1.074  0.00
H 3.916 1.588 0.999  0.00
H 0.365 2.731 5.203  0.00
H -1.097 1.480 6.788  0.00
H -2.354 -0.489 5.973  0.00
H -2.956 -1.991 4.170  0.00
H -1.630 -2.252 3.041  0.00
H -2.982 -1.201 2.594  0.00
H 0.301 4.472 -0.075  0.00
H -1.796 5.115 -1.284  0.00
H -3.802 3.677 -1.072  0.00
H -4.647 1.325 -0.514  0.00
H -4.635 1.797 1.182  0.00
H -3.745 0.362 0.675  0.00
C 4.029 1.743 -2.316  0.00
C 4.000 0.367 -2.135  0.00
C 2.801 -0.275 -1.854  0.00
C 1.617 0.457 -1.760  0.00
C 1.653 1.840 -1.946  0.00
C 2.854 2.480 -2.221  0.00
P 0.088 -0.394 -1.293  0.08
C 0.335 -2.123 -1.725  0.02
C 0.471 -2.485 -3.066  0.00
C 0.678 -3.811 -3.406  0.00
C 0.736 -4.786 -2.413  0.00
C 0.582 -4.435 -1.081  0.00
C 0.385 -3.101 -0.740  0.01
C -1.232 0.181 -2.380  0.01
C -2.542 -0.111 -2.011  0.01
C -3.599 0.189 -2.857  0.00
C -3.352 0.799 -4.081  0.00
C -2.048 1.095 -4.457  0.00
C -0.988 0.781 -3.616  0.00
H 4.962 2.240 -2.549  0.00
H 4.912 -0.210 -2.225  0.00
H 2.791 -1.351 -1.726  0.00
H 0.738 2.419 -1.901  0.00
H 2.872 3.551 -2.383  0.00
H 0.416 -1.733 -3.847  0.00
H 0.788 -4.090 -4.446  0.00
H 0.891 -5.823 -2.684  0.00
H 0.604 -5.198 -0.313  0.00
H 0.251 -2.826 0.294  0.01
H -2.747 -0.603 -1.066  0.00
H -4.612 -0.061 -2.569  0.00
H -4.175 1.033 -4.744  0.00
H -1.856 1.562 -5.414  0.00
H 0.023 1.000 -3.934  0.00

2S+1: 3
HOMO-LUMO gap (alpha / beta): 0.299 / 0.208 hartree
Total charge: +2
HOMO energy (alpha / beta): -13.59 / -14.16 eV
Molecular weight: 766.84 g mol⁻¹


Entry 2:
Computed, not measured: the molecule C4H5NO3 at a distorted geometry, with ωB97M-V with the def2-TZVPD basis set.

Each line ends with the natural charge from an NBO analysis.
Positions of all 13 atoms, in Å:
N 1.797 0.283 -0.356  -0.82
C 0.418 0.088 -0.154  -0.11
C -0.454 -0.948 0.326  0.23
O -0.038 -2.177 0.706  -0.68
C -1.697 -0.428 0.164  -0.05
O -1.623 0.905 -0.140  -0.40
C -0.365 1.153 -0.443  0.57
O -0.003 2.426 -0.698  -0.66
H 2.268 -0.606 -0.598  0.37
H 2.136 0.470 0.613  0.36
H -0.695 -2.888 0.843  0.50
H -2.667 -0.779 0.594  0.20
H 0.924 2.501 -0.856  0.51

2S+1: 1
HOMO-LUMO gap: 0.309 hartree
Relative energy (zero: lowest compared OMol25 entry of this formula, charge and spin): 47.2 kcal/mol
HOMO energy: -7.84 eV
Molecular weight: 115.09 g mol⁻¹


Entry 3:
Computed, not measured: a structure of composition C8H17Cl3GePdS2Si, with ωB97M-V with the def2-TZVPD basis set.

Each line ends with the Löwdin spin population.
Positions of all 33 atoms, in Å:
Pd -0.354 -1.075 -0.373  0.53
C 2.386 -1.535 3.297  0.01
C 1.834 -1.352 1.906  0.01
S 0.158 -1.776 1.734  0.14
C 2.571 -0.866 0.876  0.01
C 4.031 -0.529 1.011  0.01
S 1.886 -0.562 -0.692  0.21
H 1.607 -1.900 3.964  0.00
H 2.771 -0.597 3.706  0.00
H 3.202 -2.263 3.308  0.00
H 4.304 -0.297 2.041  0.00
H 4.284 0.324 0.383  0.00
H 4.648 -1.370 0.682  0.00
Cl -2.460 -2.896 -0.270  0.04
Ge -0.570 -3.996 -1.195  0.00
Cl -1.752 -5.467 -2.465  0.00
Cl -0.425 -2.312 -2.875  0.03
C -3.205 0.797 -1.620  0.00
Si -1.686 1.624 -0.850  0.00
C -2.154 3.368 -0.267  0.00
C -0.349 1.869 -2.174  0.00
C -1.072 0.608 0.589  -0.01
H -3.728 1.488 -2.286  0.00
H -3.909 0.472 -0.852  0.00
H -2.923 -0.085 -2.197  0.00
H -2.474 3.969 -1.122  0.00
H -1.299 3.867 0.191  0.00
H -2.967 3.358 0.461  0.00
H -0.700 2.580 -2.928  0.00
H -0.087 0.939 -2.683  0.00
H 0.563 2.272 -1.729  0.00
H -1.865 0.283 1.264  0.00
H -0.264 1.062 1.162  0.00

2S+1: 2
HOMO-LUMO gap (alpha / beta): 0.222 / 0.228 hartree
Relative energy (zero: lowest compared OMol25 entry of this formula, charge and spin): 0.3 kcal/mol
Total charge: -1
HOMO energy (alpha / beta): -4.17 / -4.13 eV
Molecular weight: 490.83 g mol⁻¹


Entry 4:
Computed, not measured: a structure of composition C7H14N2 at a distorted geometry, with ωB97M-V with the def2-TZVPD basis set.

Each line ends with the natural charge from an NBO analysis.
Positions of all 23 atoms, in Å:
C 1.177 1.822 -3.101  -0.59
C 0.346 0.748 -2.472  -0.45
C 0.317 1.105 -0.865  -0.20
C -0.658 0.409 1.438  -0.02
C -0.271 -1.201 3.114  -0.46
C -0.269 -1.726 0.776  -0.06
C 0.085 -0.965 -0.291  -0.11
H 1.895 1.300 -4.232  0.22
H 0.110 2.678 -3.412  0.21
H 1.974 2.345 -2.275  0.22
H 0.714 -0.310 -2.404  0.19
H -0.509 0.804 -3.027  0.20
H 1.453 0.955 -0.761  0.15
H -0.004 2.098 -0.633  0.20
H -1.637 0.930 1.472  0.20
H 0.253 1.162 1.746  0.16
H -0.883 -1.005 4.194  0.23
H 0.294 -2.304 3.038  0.22
H 0.807 -0.669 3.442  0.18
H -0.259 -2.721 0.924  0.20
H 0.422 -1.522 -1.098  0.22
N -0.466 0.226 -0.135  -0.43
N -0.819 -0.926 1.769  -0.48

2S+1: 1
HOMO-LUMO gap: 0.297 hartree
Relative energy (zero: lowest compared OMol25 entry of this formula, charge and spin): 182.9 kcal/mol
HOMO energy: -7.12 eV
Molecular weight: 126.20 g mol⁻¹